Record 1
64
Properties=species:S:1:pos:R:3:forces:R:3 method="wB97M-V/def2-TZVPD" de_lowest_kj_mol=0.00 total_charge=0 e_tot_ha=-8068.912313 homo_ev=-8.66
Zn -7.336578 18.880919 -3.979421 1.04 -0.74 0.85
Zn -3.214810 17.142144 -5.548000 1.63 -0.18 -0.39
C -1.112778 14.185187 -2.715726 0.74 1.34 -2.57
F -2.199732 13.854296 -2.086854 -0.80 -0.49 0.55
F -0.632188 15.316605 -2.200063 -0.09 0.58 0.38
F -0.167323 13.285371 -2.610908 0.07 -0.88 0.32
S -1.399451 14.455387 -4.616971 1.33 -4.69 -5.05
O -2.258638 15.617541 -4.793821 0.24 1.32 0.96
O -0.076935 14.462297 -5.312451 -1.79 1.49 2.71
O -2.130713 13.298105 -5.189219 0.37 0.98 2.37
C -3.805672 17.666243 -0.941231 0.81 -1.51 0.46
F -4.441269 18.260956 0.082829 0.15 0.12 -1.24
F -2.482089 17.710813 -0.700997 -0.66 1.04 -0.65
F -4.070394 16.346272 -0.875815 -0.78 0.82 -0.66
S -4.195577 18.445476 -2.713285 -0.63 1.91 -2.06
O -5.670682 18.460641 -2.976122 1.52 -0.74 2.03
O -3.703504 19.816197 -2.671381 0.03 -1.38 0.83
O -3.535511 17.624588 -3.739282 -0.88 0.67 4.08
C -7.074466 15.380482 -7.110424 -1.34 0.99 0.47
F -8.402511 15.738237 -7.111099 1.46 0.20 -0.53
F -7.110858 14.038137 -7.067250 1.16 1.77 -0.50
F -6.397207 15.942981 -8.150665 -1.24 -1.46 1.00
S -6.339647 16.133370 -5.509304 1.84 -1.59 2.45
O -6.457463 15.056312 -4.576432 -0.90 -0.04 -0.16
O -4.908625 16.359849 -5.785726 -2.55 -0.26 -1.40
O -7.044467 17.346662 -5.013483 -0.18 -1.82 -2.69
C -5.641462 20.214975 -8.013023 1.38 0.22 0.59
F -4.600244 20.131312 -8.907908 -1.31 0.10 1.52
F -6.276991 21.357295 -8.177802 0.43 0.59 0.21
F -6.510730 19.277543 -8.251359 -0.36 -1.35 -0.18
S -4.975135 20.037331 -6.146385 1.46 2.54 -0.14
O -4.125356 18.847027 -6.194157 -1.10 1.27 -0.57
O -4.236219 21.310454 -5.917215 -1.85 -2.76 -0.38
O -6.169504 19.866917 -5.253754 0.53 0.93 -1.37
C -1.166680 15.498899 1.254174 0.17 -0.84 -0.29
C -0.778744 15.534493 2.655819 -0.22 0.06 1.06
N -0.414517 15.562894 3.751526 -0.32 0.00 -0.88
H -0.643712 16.312674 0.751805 -0.25 -0.26 -0.33
H -2.224048 15.424204 1.000220 -0.19 0.88 0.66
H -0.889856 14.513357 0.879793 0.83 0.13 -0.24
C -1.031321 20.719601 -4.343225 1.64 0.61 1.36
C -1.261191 19.438339 -4.948560 -1.81 -4.74 -2.43
N -1.476801 18.348521 -5.392960 1.17 5.36 1.72
H -0.827530 20.526562 -3.289991 -0.09 -0.23 0.21
H -1.715684 21.566671 -4.296156 -0.69 -0.79 -0.89
H -0.074954 21.131647 -4.665221 0.05 -0.10 -0.43
C -9.343890 16.352794 -0.433804 -1.02 0.26 1.01
C -8.822716 17.120653 -1.519219 1.44 1.31 -2.47
N -8.380281 17.726385 -2.409328 -0.97 -0.25 1.28
H -9.419720 17.005559 0.435823 0.70 0.03 0.23
H -8.776049 15.453840 -0.193885 -0.04 0.17 -0.21
H -10.407648 16.170003 -0.585819 0.08 -0.55 -0.53
C -6.189605 20.355711 1.986957 -0.23 -0.98 0.44
C -6.785017 19.002401 1.941261 0.51 0.53 -0.23
N -7.226827 17.948061 1.864379 -0.25 -0.17 -0.03
H -6.375179 20.731708 2.993085 -0.19 0.40 -0.22
H -6.645750 20.946734 1.192779 0.18 0.20 0.26
H -5.106512 20.282886 1.888351 -0.09 0.00 -0.29
C -3.317372 22.978117 -2.275098 0.04 -0.30 0.74
C -2.023261 22.508720 -1.752377 2.73 -0.10 1.00
N -0.985359 22.177861 -1.308779 -2.93 0.80 -1.28
H -3.535147 22.481282 -3.220514 -0.25 0.03 0.15
H -3.432236 24.059665 -2.347006 0.65 -0.02 -0.24
H -4.022909 22.714821 -1.487053 -0.36 -0.39 -0.34

=====

Record 2
12
Properties=species:S:1:pos:R:3:forces:R:3 method="wB97M-V/def2-TZVPD" de_lowest_kj_mol=341.20 smiles=Nc1nc(O)c[nH]1 total_charge=0 e_tot_ha=-356.727420 homo_ev=-8.09
N -1.851155 -0.561465 0.832240 -0.04 -0.26 0.05
C -0.631586 -0.153466 0.342384 -0.03 0.44 0.50
N 0.484022 -0.868903 0.320760 0.11 0.19 0.15
C 1.416470 -0.063828 -0.252371 -0.46 -0.28 -0.27
O 2.666434 -0.541622 -0.370857 -0.41 0.08 -0.10
C 0.974760 1.228825 -0.640821 -1.86 -0.59 -0.46
N -0.440622 1.071583 -0.135012 -0.25 -0.18 1.85
H -1.867270 -1.538033 1.080074 -0.02 -0.03 -0.02
H -2.648954 -0.285596 0.275170 0.13 -0.03 0.12
H 2.649052 -1.439087 0.002019 0.02 0.25 -0.14
H 0.136742 1.174227 -1.475690 3.14 0.60 -1.66
H -0.997805 1.897209 0.000382 -0.32 -0.18 0.00

=====

Record 3
45
Properties=species:S:1:pos:R:3:forces:R:3 method="wB97M-V/def2-TZVPD" s_squared=2.0258 multiplicity=3 total_charge=-3 e_tot_ha=-3990.267341 homo_ev="2.26 / -0.95"
O 1.433197 -0.952581 -1.266868 -0.74 0.28 -0.25
V 2.869827 -0.476351 -1.367448 1.40 0.19 1.39
S 3.521957 -1.855191 0.960342 1.11 -3.72 1.79
O 3.087667 -0.474331 0.724412 -0.34 4.18 -0.93
O 4.862207 -2.113141 1.488552 -1.18 1.17 0.47
O 2.451017 -2.588941 1.599132 0.27 0.12 0.71
O 3.578197 -2.239891 -0.460098 0.11 -0.35 -4.68
S 4.804267 -1.585731 -3.297438 0.88 -1.00 -0.81
O 5.223087 -2.945961 -3.216018 -0.42 -1.29 -0.51
O 5.420877 -0.838371 -4.354568 -0.14 0.53 -1.56
O 3.352867 -1.369351 -3.164778 -2.02 0.25 0.43
O 5.353677 -0.921751 -2.132578 1.87 1.62 3.31
S 3.225427 2.199749 -2.046258 3.31 4.25 -1.08
O 2.132697 1.275119 -2.266988 -3.69 -3.75 -0.55
O 4.192027 1.329659 -1.411988 1.47 -4.02 3.37
O 3.916717 2.583649 -3.255698 -0.99 1.05 -1.31
O 2.831167 3.286969 -1.187138 -0.69 0.51 0.21
C -0.071073 2.797089 0.608512 1.70 0.26 1.23
C -0.674383 1.845699 -0.145138 0.34 -0.40 -1.16
C -2.028533 1.655689 -0.093668 -1.46 -0.70 0.52
C -2.782723 2.437959 0.756082 2.38 1.50 0.48
C -2.135973 3.497179 1.467082 -2.15 -0.98 -0.28
C -0.783153 3.623879 1.458412 -0.27 0.24 -0.29
N -4.198973 2.266879 0.933012 1.79 0.07 -1.31
O -4.652203 2.710409 1.930482 -1.73 0.85 2.18
O -4.792773 1.772039 0.016942 -1.27 -0.81 -0.96
H 1.007947 2.794939 0.654632 0.18 0.32 -0.40
H -0.071183 1.272779 -0.833838 0.05 -0.25 0.12
H -2.500573 0.811289 -0.573838 -0.03 0.01 -0.27
H -2.766783 4.190519 2.003512 0.00 -0.13 0.31
H -0.364163 4.390369 2.093502 0.45 -0.02 -0.16
C -0.994323 -2.740311 0.155982 0.49 -0.44 -1.60
C -2.225433 -2.709391 -0.539728 -0.65 0.42 1.86
C -3.337673 -2.229711 0.157082 0.03 -0.74 -1.96
C -3.240943 -1.758491 1.435352 -0.10 1.05 2.30
C -2.009793 -1.791931 2.121202 1.44 -0.24 -1.08
C -0.835513 -2.293941 1.443902 -2.76 1.08 1.44
N -4.368723 -1.174711 2.073312 1.40 -0.14 -0.09
O -5.521873 -1.393801 1.641332 -1.59 -0.65 -1.17
O -4.216683 -0.420921 3.087982 0.73 0.24 0.76
H -0.079663 -3.040841 -0.333388 0.01 -0.24 -0.31
H -2.458983 -3.051571 -1.537108 0.76 -0.11 -0.23
H -4.299013 -2.168211 -0.331208 -0.13 -0.03 0.01
H -1.990913 -1.318751 3.091852 0.16 -0.15 0.09
H 0.137177 -2.287671 1.913192 0.03 -0.03 -0.02

=====

Record 4
17
Properties=species:S:1:pos:R:3:forces:R:3 method="wB97M-V/def2-TZVPD" de_lowest_kj_mol=132.02 smiles=CSCCCN total_charge=0 e_tot_ha=-611.891837 homo_ev=-8.54
C -3.079115 0.717244 0.300151 -0.38 -1.94 -1.25
S -2.096698 -0.769262 -0.422901 -0.13 1.07 0.28
C -0.355317 -0.216559 -0.628213 0.38 0.71 -0.19
C 0.674765 -1.053412 0.183086 -0.94 2.19 0.17
C 2.057760 -0.343675 0.419846 -1.78 -1.69 2.04
N 2.704471 0.385972 -0.616683 0.19 -0.28 0.13
H -2.408500 1.538654 0.528967 -0.14 -0.13 0.43
H -3.604588 0.176032 1.104381 0.44 1.02 0.17
H -3.868822 1.020208 -0.430400 0.92 -0.13 0.40
H -0.158480 -0.223706 -1.705022 0.11 -0.36 0.09
H -0.234038 0.834450 -0.385107 -0.42 0.33 0.38
H 0.204020 -1.126385 1.169512 0.28 -0.33 -0.06
H 0.565212 -1.976106 -0.285940 0.93 -2.03 -0.57
H 1.754648 0.230175 1.338210 0.69 0.32 -0.81
H 2.802484 -1.036028 0.776347 -0.07 -0.77 0.42
H 2.001964 0.671851 -1.242440 -0.69 0.94 -1.13
H 3.040228 1.170549 -0.103791 0.62 1.08 -0.49

=====

Record 5
53
Properties=species:S:1:pos:R:3:forces:R:3 method="wB97M-V/def2-TZVPD" de_lowest_kj_mol=167.19 smiles="COCCNC(=O)CCc1c(C)nc2c(-c3ccc(F)cc3)c(C)nn2c1C" total_charge=0 e_tot_ha=-1284.617256 homo_ev=-7.69
C 4.381786 -0.648581 3.675710 0.00 -0.01 0.06
O 3.916052 -0.575029 2.352853 -0.09 0.01 -0.28
C 2.924928 -1.527726 2.062644 -0.11 -0.07 -0.12
C 2.538343 -1.377912 0.590197 0.37 0.16 0.22
N 1.441491 -2.244228 0.234533 0.07 0.14 0.50
C 1.549636 -3.239549 -0.676473 -0.49 -0.19 0.29
O 2.586606 -3.500605 -1.248328 0.34 -0.16 -0.33
C 0.241855 -3.957653 -0.962175 0.14 -0.06 -0.23
C -0.544611 -3.213074 -2.060950 0.04 0.08 0.16
C -0.787607 -1.777530 -1.687832 -0.04 0.34 -0.28
C -1.849913 -1.418623 -0.809327 0.12 0.17 -0.03
C -2.861884 -2.416840 -0.341033 -0.02 -0.03 -0.03
N -2.022358 -0.195422 -0.374231 -0.49 -0.27 0.31
C -1.186020 0.752932 -0.780762 0.53 0.59 -0.37
C -1.099825 2.125018 -0.514638 0.21 -0.44 -0.29
C -1.965746 2.874438 0.380443 -0.14 0.09 0.15
C -2.192952 4.240645 0.214090 -0.03 -0.21 0.05
C -3.014193 4.934023 1.083113 -0.17 0.07 0.25
C -3.615829 4.251488 2.123105 0.05 -0.04 -0.08
F -4.417045 4.927244 2.979392 0.08 -0.07 -0.09
C -3.426773 2.893553 2.305720 -0.14 0.25 0.09
C -2.603030 2.212482 1.432504 0.06 0.14 -0.02
C 0.002397 2.555188 -1.282431 -0.24 -0.47 0.18
C 0.618821 3.904564 -1.371827 0.01 -0.04 -0.08
N 0.547464 1.553577 -1.967799 0.82 0.53 -0.54
N -0.161723 0.470256 -1.679946 -0.81 0.01 0.69
C 0.054460 -0.783528 -2.140341 -0.19 -0.44 -0.11
C 1.177546 -0.955836 -3.105551 0.11 0.12 0.01
H 3.571886 -0.468531 4.394096 0.04 0.00 -0.01
H 4.827860 -1.628251 3.887207 0.00 0.03 0.01
H 5.138595 0.125479 3.780693 0.01 -0.03 0.10
H 2.040309 -1.364209 2.703061 0.08 -0.05 -0.05
H 3.297859 -2.546556 2.252065 -0.07 0.07 -0.03
H 2.274812 -0.332497 0.399773 0.04 -0.04 -0.02
H 3.386353 -1.649469 -0.041135 -0.10 0.10 0.06
H 0.555103 -2.071561 0.682217 0.00 -0.09 -0.16
H 0.473055 -4.962826 -1.314840 0.04 0.02 0.12
H -0.350308 -4.030318 -0.049519 -0.04 -0.02 0.01
H -1.493292 -3.727931 -2.219053 0.05 -0.01 -0.09
H 0.026826 -3.263264 -2.986862 -0.05 -0.07 -0.04
H -3.389076 -2.847017 -1.191166 -0.06 -0.12 -0.03
H -3.579638 -1.910008 0.297559 0.00 -0.01 0.01
H -2.400275 -3.229140 0.216447 0.00 -0.14 0.03
H -1.746609 4.765934 -0.613762 0.06 0.06 -0.09
H -3.194925 5.990351 0.958950 -0.04 0.10 0.01
H -3.920401 2.389104 3.121630 -0.05 -0.03 0.09
H -2.450670 1.151935 1.551652 -0.01 -0.04 0.06
H 0.068586 4.532841 -2.072029 -0.01 0.11 0.01
H 0.624728 4.387801 -0.397297 0.02 0.09 0.02
H 1.637233 3.802243 -1.737825 0.05 0.04 0.00
H 0.798864 -1.288864 -4.071210 -0.03 -0.03 -0.04
H 1.675338 0.001912 -3.231246 0.04 -0.08 -0.07
H 1.895911 -1.690431 -2.750068 0.04 -0.07 0.01

=====

Record 6
90
Properties=species:S:1:pos:R:3:forces:R:3 method="wB97M-V/def2-TZVPD" de_lowest_kj_mol=136.08 smiles="O=S1(=O)OCCO1.O=S1(=O)OCCO1.O=S1(=O)OCCO1.O=S1(=O)OCCO1.O=S1(=O)OCCO1.O=S1(=O)OCCO1.O=S1(=O)OCCO1.C1CCOC1" total_charge=0 e_tot_ha=-5676.491004 homo_ev=-9.91
O -2.068015 -2.209068 -1.172931 -0.01 0.01 0.34
S -3.186587 -1.749628 -0.427026 -0.08 0.56 0.56
O -4.199508 -2.659576 0.017573 0.72 0.73 -0.15
O -2.702824 -0.772526 0.795532 -0.08 -1.65 -1.32
C -3.510770 0.390512 0.799447 -0.17 1.48 3.03
C -4.552659 0.275199 -0.295934 0.91 -0.66 -0.24
O -3.831751 -0.549875 -1.256967 -0.38 -0.24 -0.26
H -3.964377 0.465697 1.802588 -0.56 -0.60 -0.36
H -2.851495 1.255173 0.953963 0.12 0.00 -1.56
H -4.831604 1.192215 -0.800123 -0.06 0.03 0.11
H -5.382427 -0.338556 0.053592 -0.29 0.42 -0.05
O 1.065159 3.360947 2.173576 0.14 0.13 0.94
S 1.793836 3.692735 3.360582 0.41 0.40 1.14
O 2.907477 4.578528 3.309121 -0.54 -0.31 -0.32
O 0.763035 4.238869 4.529144 0.98 -0.38 -1.37
C 0.535474 3.226952 5.489231 -0.74 -0.51 1.04
C 1.197505 1.931372 5.006302 -0.61 -0.08 0.08
O 2.274169 2.410519 4.214587 -0.25 0.26 -1.12
H 0.961238 3.479001 6.464531 0.01 0.48 -0.23
H -0.551263 3.156647 5.579840 0.15 -0.29 0.16
H 0.484864 1.292262 4.476496 0.31 0.16 -0.49
H 1.630738 1.322522 5.796703 0.07 0.28 0.13
O -1.091430 -2.225891 -6.079546 -0.58 0.74 -0.19
S -2.250059 -1.404152 -6.279637 -0.39 -0.10 0.77
O -2.664718 -1.003794 -7.587294 0.23 -0.33 1.13
O -3.462820 -2.059805 -5.444083 -0.12 0.52 -0.93
C -3.275609 -1.769059 -4.044461 0.58 -0.24 -0.39
C -2.509616 -0.409505 -3.985659 0.75 -1.25 0.71
O -2.198228 -0.097539 -5.329625 0.09 0.38 -1.07
H -4.246856 -1.758846 -3.563155 -0.04 0.01 -0.11
H -2.657089 -2.595290 -3.701638 -0.06 0.21 0.60
H -1.563877 -0.559097 -3.458898 -0.05 -0.11 0.06
H -3.012709 0.384346 -3.440958 -0.38 0.20 -0.71
O 0.296957 -0.172917 2.385398 -0.32 0.11 -1.17
S 1.112974 0.217093 1.272167 2.15 -0.17 -0.44
O 2.337138 0.899020 1.586688 -1.02 -0.57 -0.48
O 1.436431 -1.098280 0.343125 -0.76 0.29 1.80
C 1.564266 -0.673708 -0.988222 -0.31 0.54 -1.42
C 0.421323 0.338280 -1.144491 0.19 -0.74 -0.59
O 0.391353 1.037031 0.080976 -0.30 0.41 1.77
H 2.574329 -0.292763 -1.140512 -0.23 0.22 -0.10
H 1.348555 -1.459481 -1.712577 0.26 -0.46 0.48
H -0.525993 -0.198929 -1.253153 0.09 -0.02 -0.01
H 0.532074 1.034085 -1.974285 0.20 0.11 0.19
O -2.533396 3.351262 -2.130634 -0.54 0.33 -0.51
S -1.750882 3.557268 -3.295712 1.46 0.32 -2.59
O -0.397200 3.075850 -3.284885 -0.91 0.57 0.11
O -2.466932 2.968827 -4.652139 -0.37 -1.07 1.71
C -2.510927 3.881788 -5.725670 0.75 1.80 -0.24
C -2.624607 5.186620 -4.950606 -2.39 0.94 -0.72
O -1.732799 5.114896 -3.878850 0.58 -1.33 1.63
H -1.602750 3.786682 -6.324411 0.10 0.08 0.16
H -3.354585 3.810254 -6.409652 -0.27 -0.74 0.47
H -3.662096 5.280597 -4.583759 0.09 -0.76 0.42
H -2.650583 6.159717 -5.447691 1.47 -0.25 -0.38
O 5.236590 1.572669 -3.051356 -0.06 -0.13 0.98
S 4.690709 1.782388 -1.744757 -1.14 1.44 0.09
O 5.048108 0.961104 -0.619899 -0.55 0.88 -1.38
O 4.815147 3.348953 -1.320837 1.32 -0.86 0.90
C 3.659130 4.104147 -1.641858 -0.14 -0.08 -0.96
C 2.519037 3.124528 -1.423599 -0.29 0.59 -0.99
O 3.068253 1.926246 -1.988942 0.70 -1.13 0.50
H 3.592784 5.069380 -1.145204 0.31 -0.39 0.70
H 3.793303 4.345734 -2.702378 -0.59 -0.06 -0.08
H 1.692019 3.400304 -2.078471 -0.07 -0.11 0.06
H 2.117202 2.986221 -0.421321 0.55 -0.05 0.25
O 4.605199 -1.499881 2.462304 -1.00 0.02 0.83
S 4.241474 -2.152185 3.676364 0.39 -1.07 1.14
O 5.295616 -2.796693 4.418665 -1.06 0.66 -0.39
O 3.364889 -1.256024 4.760448 0.63 0.09 -1.24
C 2.080854 -1.802777 5.037115 -0.54 0.00 0.54
C 2.058920 -3.183189 4.434384 0.27 -1.40 0.43
O 3.057237 -3.221698 3.417669 0.36 0.96 -0.82
H 1.953281 -1.843503 6.119354 0.29 -0.14 0.05
H 1.226428 -1.218441 4.689236 0.54 0.45 -0.59
H 1.096056 -3.486952 4.025657 0.05 0.28 -0.30
H 2.349255 -3.961368 5.144958 -0.07 0.18 0.26
C 0.322375 -4.440266 1.125210 -0.53 -1.09 0.00
C 0.854156 -5.609144 1.966612 2.17 -0.28 0.23
C -0.251734 -6.054546 2.906358 0.16 1.36 -0.09
O -1.040789 -4.848426 3.016601 -0.06 0.00 0.88
C -1.099250 -4.293501 1.733685 0.27 -0.20 -1.74
H 0.341595 -4.755341 0.080756 -0.41 0.22 -0.07
H 0.896730 -3.517198 1.170246 0.06 -0.07 0.38
H 1.724985 -5.322222 2.567789 -0.24 0.41 0.08
H 1.328807 -6.399571 1.378291 -0.63 -0.17 -0.23
H 0.118126 -6.210892 3.915872 -0.08 -0.49 -0.01
H -0.797869 -6.917964 2.520112 -0.36 0.13 0.11
H -1.346879 -3.235356 1.634585 -0.45 -0.05 0.99
H -1.861601 -4.889021 1.210375 0.20 0.29 -0.52